C32H78F6N6O10Zn | wB97M-V/def2-TZVPD

Positions of all 133 atoms, in Å:
Zn1 -0.760 -0.380 -0.666
F1 4.664 1.565 -0.096
F2 3.113 2.982 -0.166
F3 -3.161 4.411 -2.622
F4 -1.143 3.954 -2.335
F5 -2.235 3.383 -4.161
F6 3.377 1.756 1.661
O1 2.879 -0.691 -0.197
O2 2.026 -1.427 5.327
O3 2.214 2.397 -5.267
O4 0.182 -4.671 5.312
O5 -2.553 -1.622 -0.815
O6 -0.214 5.181 1.561
O7 -3.633 1.444 -2.867
O8 -0.240 -1.421 -2.708
O9 0.972 0.763 -0.181
O10 -1.819 1.052 -1.567
N1 1.239 -3.193 2.883
N2 0.132 -2.127 -0.120
N3 -3.309 3.029 1.383
N4 -1.564 -0.226 1.251
N5 1.133 -0.030 2.984
N6 2.979 3.556 -8.136
C1 -3.122 -0.973 2.825
C2 -0.949 3.911 1.183
C3 -2.315 3.431 -2.802
C4 0.391 -5.113 6.679
C5 2.192 2.315 -3.840
C6 -2.401 -1.412 1.565
C7 -0.182 -0.909 -4.025
C8 1.044 -5.188 4.345
C9 1.818 -5.184 1.900
C10 -6.032 1.027 -3.242
C11 0.506 -3.192 -1.093
C12 0.451 -2.728 -2.515
C13 3.876 -2.596 -1.047
C14 1.535 -0.112 5.423
C15 4.151 -1.094 -0.830
C16 1.290 2.127 4.263
C17 1.974 3.741 -5.750
C18 -2.270 3.813 2.044
C19 -3.379 -1.606 0.372
C20 1.793 -2.182 6.514
C21 -0.425 -4.412 -0.959
C22 1.106 5.222 0.906
C23 1.804 3.789 -7.330
C24 1.702 0.638 4.164
C25 -2.710 2.115 -2.060
C26 -4.917 2.083 -3.192
C27 0.929 2.645 -7.870
C28 0.859 -4.554 2.939
C29 2.379 0.657 -0.380
C30 -1.975 3.353 3.477
C31 3.390 1.754 0.269
C32 -3.246 -1.955 -2.054
H1 -4.902 2.597 -4.152
H2 -5.340 2.758 -2.447
H3 -1.396 -3.937 -1.098
H4 -0.166 -2.710 0.649
H5 0.934 -6.273 4.346
H6 1.339 4.743 -7.576
H7 -1.140 3.994 0.113
H8 3.765 -3.242 -0.177
H9 0.490 -0.193 5.725
H10 2.068 -5.064 4.697
H11 -0.056 -4.398 7.371
H12 2.392 0.850 -1.452
H13 -4.185 3.155 1.869
H14 1.084 4.259 -5.391
H15 -1.263 4.034 3.942
H16 2.799 4.404 -5.490
H17 0.785 2.507 -8.942
H18 -2.708 4.810 1.997
H19 -0.281 -5.213 -1.684
H20 2.815 3.635 -9.130
H21 1.999 0.402 6.264
H22 2.793 -5.413 2.331
H23 0.239 2.188 4.546
H24 1.527 -6.109 1.403
H25 0.836 -0.608 -4.274
H26 -0.094 -3.411 -3.167
H27 -0.179 -4.503 2.610
H28 1.227 0.506 2.133
H29 2.231 -3.122 3.060
H30 2.932 3.010 -3.444
H31 -0.879 -0.081 -4.159
H32 -6.261 0.600 -2.266
H33 -5.857 0.202 -3.932
H34 -1.741 -2.252 1.782
H35 -4.050 -2.465 0.376
H36 -0.366 -1.711 -4.739
H37 -3.551 3.558 0.557
H38 1.798 4.472 1.289
H39 -3.256 2.314 -1.138
H40 -1.468 2.392 3.386
H41 1.001 -1.745 0.223
H42 3.142 -2.535 -1.850
H43 -0.068 2.847 -7.478
H44 0.936 -2.651 3.679
H45 -0.967 -0.215 2.066
H46 3.286 2.596 -8.084
H47 1.033 5.094 -0.174
H48 -0.018 -6.099 6.901
H49 -3.879 -1.737 3.001
H50 -2.209 0.550 1.263
H51 2.774 0.618 3.966
H52 1.258 2.627 -3.373
H53 1.255 1.680 -7.481
H54 1.445 -2.658 -2.956
H55 -4.038 -0.742 0.279
H56 1.833 2.473 5.142
H57 1.418 -0.985 2.816
H58 -6.988 1.437 -3.569
H59 1.715 6.091 1.153
H60 0.717 -2.342 6.446
H61 2.599 1.313 -3.699
H62 2.264 -3.158 6.623
H63 1.475 -3.596 -0.802
H64 5.117 -0.960 -0.343
H65 1.448 -5.142 6.943
H66 4.291 -0.689 -1.833
H67 -3.361 -3.033 -2.163
H68 1.582 2.860 3.510
H69 2.140 -1.609 7.374
H70 -2.678 -1.605 -2.916
H71 -0.342 -4.790 0.060
H72 -0.284 3.056 1.309
H73 1.955 -4.494 1.067
H74 -4.237 -1.535 -2.228
H75 -2.381 -0.973 3.624
H76 4.828 -2.919 -1.469
H77 -3.666 -0.032 2.748
H78 -2.859 3.222 4.102

Output
**HOMO energy**: -7.98 eV
**Molecular weight**: 886.39 g mol⁻¹
**E**: -128581.3981 eV
**HOMO-LUMO gap**: 0.3028 hartree
**Strongest force on any atom**: 0.08745 Eh/bohr
**Energy above the lowest of the compared OMol25 structures with the same formula, charge and spin**: 93.55 kcal per mole

Here are the Löwdin charges for atoms 1 to 99, given in e: 0.61, 0.13, 0.14, 0.16, 0.10, 0.12, 0.09, -0.13, -0.20, -0.20, -0.20, -0.27, -0.20, -0.10, -0.25, -0.24, -0.24, 0.03, 0.08, 0.03, 0.05, 0.08, 0.00, -0.05, -0.10, -0.55, -0.09, -0.10, -0.37, -0.08, -0.21, -0.05, -0.09, -0.37, -0.11, -0.07, -0.23, -0.21, -0.03, -0.16, -0.41, -0.12, -0.09, -0.02, -0.09, -0.39, -0.41, -0.34, -0.22, -0.10, -0.40, -0.34, -0.05, -0.49, -0.05, 0.11, 0.11, 0.07, 0.06, 0.12, 0.13, 0.10, 0.07, 0.13, 0.12, 0.08, 0.11, 0.07, 0.12, 0.08, 0.12, 0.07, 0.13, 0.09, 0.06, 0.13, 0.08, 0.05, 0.08, 0.08, 0.12, 0.13, 0.04, 0.09, 0.08, 0.10, 0.07, 0.07, 0.12, 0.13, 0.09, 0.06, 0.05, 0.12, 0.05, 0.07, 0.06, 0.07, 0.06